[1]
12 unconnected molecules or ions with the total composition C41H94N3O32P7S2 in a non-equilibrium geometry, computed with ωB97M-V/def2-TZVPD.

Output
**LUMO energy**: 0.356 eV
**SMILES string**: COP(=O)(OC)OC.COP(=O)(OC)OC.COP(=O)(OC)OC.COP(=O)(OC)OC.COP(=O)(OC)OC.COP(=O)(OC)OC.COP(=O)(OC)OC.O=S1(=O)CCCC1.O=S1(=O)CCCC1.c1cc[nH]c1.c1cc[nH]c1.c1cc[nH]c1
**Energy relative to the best compared isomer or geometry (same formula, charge and spin)**: 0.0 kJ/mol
**Electronic energy**: -7376.915802 Ha

```
179
Properties=species:S:1:pos:R:3:mulliken_charge:R:1
C 0.32 4.82 -0.17 1.30
C -0.06 6.14 0.50 -0.72
C -0.97 6.91 -0.42 -1.01
S -0.45 6.55 -2.11 1.04
O 0.66 7.44 -2.41 -0.70
O -1.62 6.44 -3.03 -0.57
C 0.33 4.87 -1.74 1.44
H -0.40 4.04 0.09 -0.51
H 1.24 4.43 0.27 -0.84
H 0.83 6.76 0.59 0.25
H -0.45 6.03 1.51 0.40
H -0.96 7.99 -0.33 0.56
H -1.97 6.52 -0.28 0.35
H 1.32 4.79 -2.20 -0.29
H -0.43 4.13 -1.99 -1.11
C 0.58 2.91 5.30 -0.19
C 1.52 3.22 6.47 -0.52
C 2.18 4.56 6.16 -0.89
S 2.71 4.40 4.43 1.12
O 3.75 3.34 4.33 -0.61
O 2.81 5.68 3.69 -0.70
C 1.10 3.63 4.03 0.65
H -0.44 3.25 5.48 0.35
H 0.49 1.86 5.02 -0.10
H 2.23 2.41 6.59 0.16
H 0.97 3.22 7.41 0.45
H 3.08 4.75 6.75 0.47
H 1.48 5.39 6.28 0.33
H 1.07 3.12 3.06 -1.09
H 0.49 4.52 3.86 0.51
C -1.54 -0.89 -5.62 -0.36
O -1.50 -2.28 -5.28 -0.42
P -0.16 -3.03 -4.82 0.81
O 1.01 -2.75 -5.68 -0.75
O -0.01 -2.63 -3.24 -0.13
C -1.09 -2.62 -2.38 0.45
O -0.63 -4.59 -4.77 -0.26
C 0.29 -5.60 -5.07 -0.75
H -2.58 -0.58 -5.62 0.27
H -1.19 -0.83 -6.65 0.41
H -0.86 -0.31 -5.00 -0.22
H -1.97 -3.18 -2.68 0.61
H -1.26 -1.57 -2.12 -0.15
H -0.64 -3.16 -1.55 -0.54
H 1.31 -5.26 -4.86 0.32
H 0.26 -5.90 -6.12 0.26
H 0.01 -6.48 -4.49 0.26
C -1.13 3.04 -5.07 0.17
O -2.51 3.15 -5.30 -0.34
P -3.59 2.97 -4.13 0.15
O -4.08 1.59 -3.85 -0.59
O -2.89 3.62 -2.75 0.79
C -3.66 3.64 -1.58 -0.71
O -4.71 4.06 -4.53 -0.34
C -4.38 5.38 -4.99 -0.52
H -0.73 3.25 -4.08 -0.04
H -0.53 3.57 -5.81 0.42
H -0.83 2.01 -5.26 -0.12
H -4.37 4.47 -1.54 0.26
H -2.95 3.83 -0.78 0.05
H -4.26 2.75 -1.41 0.30
H -3.36 5.60 -4.68 0.10
H -4.96 6.15 -4.50 0.29
H -4.38 5.49 -6.07 0.30
C 4.72 1.23 -1.17 0.33
O 5.24 2.52 -0.83 -0.49
P 4.31 3.66 -0.12 -0.15
O 3.28 3.20 0.89 0.51
O 5.41 4.67 0.58 -0.43
C 4.96 5.92 1.04 -0.62
O 3.73 4.54 -1.39 0.48
C 4.55 5.19 -2.32 -1.13
H 5.34 0.48 -0.69 0.06
H 4.75 0.89 -2.20 0.31
H 3.75 1.17 -0.68 -0.48
H 3.89 6.15 1.04 0.09
H 5.47 6.67 0.44 0.32
H 5.36 6.20 2.01 0.32
H 4.03 6.09 -2.66 0.31
H 4.66 4.57 -3.21 0.28
H 5.54 5.46 -1.96 0.46
C 1.87 -1.23 -0.49 1.33
O 2.28 -2.15 0.55 -0.22
P 3.60 -3.04 0.40 0.26
O 3.90 -3.93 1.50 -0.77
O 4.76 -1.96 0.14 0.00
C 6.13 -2.43 0.21 -1.06
O 3.39 -3.78 -1.02 -0.33
C 2.49 -4.88 -1.06 0.09
H 2.41 -1.25 -1.43 0.88
H 1.94 -0.24 -0.02 -0.51
H 0.82 -1.39 -0.70 -0.87
H 6.29 -3.32 0.83 0.43
H 6.76 -1.65 0.61 0.26
H 6.55 -2.67 -0.76 0.30
H 2.10 -5.09 -2.06 0.11
H 1.76 -4.71 -0.27 -0.29
H 3.04 -5.80 -0.84 0.32
C 3.38 0.59 3.03 0.20
O 3.32 -0.70 3.74 -0.50
P 1.93 -1.10 4.49 0.78
O 0.68 -0.80 3.69 -0.36
O 2.01 -0.39 5.95 -0.32
C 1.16 -0.88 7.06 -0.77
O 2.17 -2.65 4.89 -0.39
C 1.94 -3.70 3.92 -0.29
H 4.21 1.21 3.38 0.50
H 2.47 1.19 3.07 -0.24
H 3.59 0.35 1.99 -0.31
H 0.66 -0.06 7.56 0.29
H 1.69 -1.58 7.70 0.32
H 0.32 -1.50 6.73 0.28
H 1.65 -3.33 2.93 -0.20
H 1.09 -4.32 4.23 0.30
H 2.80 -4.36 3.91 0.36
C 1.46 -7.39 1.52 -0.66
O 0.26 -6.91 0.98 -0.32
P -0.70 -5.81 1.66 0.92
O -0.87 -5.94 3.15 -0.77
O -0.17 -4.41 1.06 0.66
C -0.80 -3.17 1.44 -0.29
O -2.07 -6.11 0.78 -0.44
C -2.18 -5.81 -0.54 -0.50
H 2.16 -7.71 0.75 0.24
H 1.21 -8.33 2.03 0.30
H 1.96 -6.62 2.10 0.23
H -1.34 -3.20 2.39 0.54
H -1.55 -2.99 0.67 -0.08
H -0.16 -2.31 1.63 -0.53
H -2.63 -4.83 -0.68 0.01
H -2.92 -6.52 -0.91 0.41
H -1.29 -6.04 -1.14 0.28
C -4.83 -2.34 1.42 -0.01
O -5.41 -3.05 2.53 -0.47
P -4.36 -3.19 3.80 0.57
O -3.35 -2.15 3.89 -0.48
O -5.33 -3.40 5.08 -0.41
C -4.70 -3.80 6.31 -0.70
O -3.74 -4.69 3.51 0.32
C -4.42 -5.93 3.53 -0.79
H -3.84 -2.75 1.20 -0.25
H -4.79 -1.28 1.65 0.32
H -5.47 -2.49 0.55 0.33
H -5.20 -3.34 7.16 0.29
H -3.65 -3.55 6.49 0.27
H -4.77 -4.88 6.38 0.27
H -4.32 -6.56 4.41 0.28
H -3.94 -6.54 2.77 0.17
H -5.47 -5.89 3.23 0.37
N -5.10 -0.96 -4.13 0.32
C -6.20 -1.82 -4.23 -0.65
C -6.10 -2.87 -3.31 -1.04
C -4.98 -2.54 -2.51 -0.11
C -4.23 -1.49 -3.19 -0.45
H -5.05 -0.06 -4.59 0.21
H -6.89 -1.56 -5.02 0.40
H -6.69 -3.76 -3.15 0.42
H -4.61 -3.07 -1.65 0.52
H -3.31 -0.94 -3.02 0.49
N -0.65 0.58 1.67 0.73
C -1.78 0.04 1.05 -1.75
C -1.92 0.66 -0.13 -1.19
C -0.83 1.55 -0.30 0.46
C -0.08 1.52 0.86 -0.77
H -0.25 0.18 2.50 0.42
H -2.25 -0.72 1.65 0.64
H -2.61 0.50 -0.94 0.92
H -0.64 2.14 -1.19 0.23
H 0.85 2.06 0.98 0.65
N 2.22 2.73 -3.90 0.39
C 2.31 1.98 -5.01 -0.80
C 1.83 0.73 -4.67 -0.97
C 1.38 0.74 -3.37 0.94
C 1.84 1.93 -2.79 -0.87
H 2.34 3.74 -3.86 0.23
H 2.60 2.44 -5.94 0.44
H 1.62 -0.02 -5.43 0.40
H 0.97 -0.12 -2.87 0.23
H 1.69 2.29 -1.78 0.17
```

[2]
A molecular structure, C4H7Br6Ca2O4 in a non-equilibrium geometry, computed with ωB97M-V/def2-TZVPD.

Output
**LUMO energy**: -6.542 eV
**Electronic energy**: -17256.334753 Ha
**Total charge**: +1

```
23
Properties=species:S:1:pos:R:3:nbo_charge:R:1
Ca 5.79 -2.24 0.12 1.86
Ca 2.46 -0.80 3.53 1.84
O 5.16 0.94 1.81 -1.35
H 5.35 1.85 1.48 0.45
O 4.57 -3.74 3.08 -1.37
H 4.60 -4.65 3.42 0.45
C -0.78 -1.27 -1.97 -0.72
C 0.05 -1.30 -0.66 0.76
O -0.43 -0.77 0.36 -0.77
O 1.24 -1.65 -0.73 -0.81
H -1.16 -0.28 -2.18 0.22
H -1.64 -1.93 -1.92 0.22
H -0.17 -1.67 -2.78 0.21
C 1.39 5.24 -0.13 -0.44
Br 1.24 5.03 1.83 0.06
Br 3.30 5.21 -0.79 0.07
Br 0.27 6.77 -0.73 0.10
H 0.90 4.36 -0.55 0.22
C -6.40 -1.68 -0.65 -0.46
Br -5.65 -3.41 -0.03 0.05
Br -7.81 -1.22 0.60 0.10
Br -6.69 -1.82 -2.65 0.08
H -5.59 -0.97 -0.46 0.22
```

[3]
2 unconnected molecules or ions with the total composition C4H12N2O in a non-equilibrium geometry, computed with ωB97M-V/def2-TZVPD.

Output
**LUMO energy**: -3.376 eV
**Energy relative to the best compared isomer or geometry (same formula, charge and spin)**: 743.8 kJ/mol
**Electronic energy**: -344.101717 Ha

```
19
Properties=species:S:1:pos:R:3:nbo_charge:R:1
C -1.30 -1.01 1.01 -0.65
C -0.23 -0.09 1.51 -0.40
C 0.19 1.05 0.52 -0.26
N 0.47 0.78 -0.84 -0.30
C 1.49 -0.21 -1.19 -0.22
N 2.22 -0.50 -0.05 -0.54
H -0.85 -1.80 0.39 0.20
H -2.07 -0.47 0.44 0.28
H -1.92 -1.48 1.79 0.22
H -0.46 0.30 2.52 0.22
H 0.74 -0.50 1.80 0.23
H 1.18 1.44 0.85 0.25
H -0.53 1.85 0.40 0.24
H -0.45 0.79 -1.42 0.46
H 0.91 -1.03 -1.69 0.36
H 2.00 0.29 -2.03 0.29
H -2.49 0.82 -2.24 0.44
H 3.11 -0.94 -0.34 0.34
O -1.99 0.68 -1.44 -1.17
```

no.,gap between HOMO and LUMO (eV)
1,7.97
2,3.57
3,4.70